Here is an isolated molecule of C27H54BNO2S2 from the Open Molecules 2025 dataset. Energies are from ωB97M-V with the def2-TZVPD basis set.

Positions of all 87 atoms, in Å:
1 H 5.358 -1.807 0.105
2 H -1.732 -4.727 4.229
3 H -2.331 2.306 2.721
4 H 6.096 2.521 0.932
5 H -3.906 -4.225 3.093
6 H 0.668 0.912 3.183
7 H 0.482 2.900 -3.617
8 H -3.732 1.414 -0.475
9 C 0.792 -5.625 -2.743
10 C 2.036 3.773 -2.040
11 H 0.250 1.076 1.338
12 H -3.758 4.906 -2.337
13 C 2.278 2.272 -1.403
14 H -5.518 1.126 0.071
15 H 3.663 0.330 0.666
16 H 0.072 -4.131 -4.364
17 H 2.071 4.608 -1.220
18 H -1.870 2.202 -2.466
19 C 0.184 0.347 2.279
20 H -1.424 -3.094 2.582
21 C 0.919 -1.055 1.854
22 H 1.425 -6.087 -3.614
23 H 4.575 2.870 -1.343
24 H 5.558 1.065 2.149
25 C -2.024 -1.040 3.639
26 C -0.882 -4.144 -1.069
27 H -3.043 -0.626 4.099
28 C -3.314 4.021 -0.198
29 C -2.382 -2.439 2.863
30 C 3.877 1.961 -1.056
31 H -4.107 -0.328 1.769
32 H -4.106 -2.899 4.447
33 H -0.053 -3.834 -0.303
34 H -4.511 3.558 1.720
35 C 1.074 -1.264 0.213
36 O -2.504 -4.302 4.709
37 H 1.681 2.192 -0.388
38 H -0.433 3.970 -0.942
39 C -0.686 4.212 -2.065
40 C -2.036 3.376 -2.567
41 H -1.926 -3.804 -0.602
42 N -0.743 -3.507 -2.437
43 C -3.420 3.874 -1.841
44 H -2.141 3.563 -3.741
45 H 5.932 -1.302 1.894
46 S -0.167 -1.117 -3.793
47 H -4.635 1.331 2.677
48 H 1.542 -2.350 0.051
49 O -0.489 -6.317 -2.490
50 S -0.516 -1.002 -0.743
51 H -2.142 -6.076 -1.127
52 C 6.184 -1.244 0.745
53 H -0.386 -6.314 -0.296
54 C 5.619 1.451 1.022
55 H -5.554 3.712 0.101
56 C -2.435 1.346 2.048
57 C 6.498 0.283 0.219
58 C -4.498 1.597 0.418
59 H 1.470 -5.539 -1.770
60 C 0.652 3.871 -2.953
61 H 2.038 -0.983 2.263
62 H 1.879 -0.523 -0.262
63 C -0.984 -5.807 -1.171
64 H 0.435 -1.969 2.402
65 H -2.255 3.684 0.233
66 C -4.570 3.250 0.592
67 H 2.936 3.992 -2.791
68 H 0.825 4.792 -3.688
69 C 0.421 -4.072 -3.226
70 H -4.306 3.116 -2.064
71 H 3.335 2.129 1.167
72 H 1.861 1.488 -2.189
73 H -2.977 -2.308 1.858
74 C -3.976 0.839 1.814
75 H -1.286 -1.160 4.553
76 H 4.178 1.047 -1.745
77 H -0.972 5.370 -2.108
78 H 7.655 0.457 0.348
79 H -3.364 5.194 0.017
80 B -1.433 0.159 2.681
81 C -0.488 -2.015 -2.354
82 C 4.036 1.448 0.495
83 H 7.174 -1.894 0.602
84 H 6.164 0.310 -0.926
85 H 1.424 -3.434 -3.118
86 H -1.982 1.606 0.993
87 C -3.320 -3.466 3.791

## Properties
- M: 499.68 u
- SMILES: CCCCCCCCCCCCCCCCB(CCCO)CCCSC(=S)N1CCOCC1
- E: -2087.11115 Eh
- Total charge: 0
- Frontier orbital gap: 7.8 eV
- Relative energy (zero: lowest compared OMol25 entry of this formula, charge and spin): 298.2 kcal/mol

Results of the Löwdin charge analysis, in e, for atoms 1 through 6: 0.07 0.09 0.13 0.11 0.12 0.12